A cluster of 8 separate species, C39H30BF4O25 in total in a non-equilibrium geometry. Source: the OMol25 dataset; level of theory: ωB97M-V/def2-TZVPD.

Values from the calculation:
* frontier orbital gap: 5.97 eV
* energy above the lowest of the compared OMol25 structures with the same formula, charge and spin: 0.621 eV
* energy: -3809.1486 a.u.
* LUMO: -0.027 Eh
* charge: -1

CARTESIAN COORDINATES (ANGSTROEM)
B  1.35  0.13  0.74
F  2.47  0.54  1.54
F  0.76  -1.00  1.22
F  0.34  1.12  0.83
F  1.72  0.07  -0.60
C  -3.13  -3.28  -1.48
C  -3.14  -4.46  -2.37
C  -2.04  -5.41  -2.26
O  -2.05  -6.52  -2.86
C  -0.82  -5.19  -1.46
C  -0.76  -3.88  -0.71
C  -1.99  -3.11  -0.53
O  -2.04  -2.09  0.22
O  0.37  -3.45  -0.06
O  -4.12  -4.78  -3.25
H  -3.94  -2.60  -1.53
H  0.04  -5.76  -1.49
H  0.23  -2.69  0.37
H  -3.79  -5.61  -3.90
C  -5.02  3.37  -0.83
C  -5.41  1.89  -1.07
C  -4.46  0.87  -0.82
O  -4.80  -0.30  -1.02
C  -3.21  1.19  -0.25
C  -2.80  2.63  0.05
C  -3.70  3.70  -0.27
O  -3.39  4.88  -0.06
O  -1.57  2.93  0.82
O  -6.61  1.57  -1.51
H  -5.87  4.01  -1.11
H  -2.77  0.35  0.14
H  -1.05  2.24  0.93
H  -6.25  0.63  -1.74
C  -2.82  1.44  -3.76
C  -2.27  2.87  -3.47
C  -1.03  3.09  -2.85
O  -0.57  4.10  -2.46
C  -0.24  1.79  -2.49
C  -0.83  0.39  -2.68
C  -2.11  0.23  -3.37
O  -2.56  -0.96  -3.65
O  -0.24  -0.68  -2.01
O  -3.05  3.98  -3.86
H  -3.85  1.24  -4.09
H  0.57  1.69  -1.97
H  0.30  -0.30  -1.24
H  -2.64  4.73  -3.41
C  -1.52  -0.54  5.76
C  -0.98  -1.06  4.46
C  -1.31  -2.44  4.05
O  -0.88  -2.83  2.96
C  -2.08  -3.19  4.92
C  -2.82  -2.59  6.11
C  -2.40  -1.31  6.58
O  -2.74  -0.88  7.66
O  -3.89  -3.29  6.61
O  -0.25  -0.27  3.61
H  -1.41  0.52  5.92
H  -2.17  -4.41  4.72
H  -4.15  -4.03  5.95
H  -0.07  -0.58  2.76
C  0.94  5.94  3.88
C  -0.12  5.15  4.64
C  -0.28  3.77  4.61
O  -1.04  3.14  5.24
C  0.70  3.01  3.79
C  1.92  3.73  3.28
C  2.09  5.26  3.36
O  3.15  5.73  2.95
O  2.80  3.16  2.50
O  -1.18  5.86  5.26
H  1.07  7.05  3.86
H  0.71  1.90  3.62
H  2.63  2.28  2.30
H  -1.75  5.27  5.52
C  6.50  -1.03  -1.02
C  5.31  -1.02  -0.21
C  4.54  -2.21  0.10
O  3.53  -2.27  0.69
C  5.14  -3.48  -0.39
C  6.56  -3.50  -1.09
C  7.17  -2.27  -1.48
O  8.22  -2.23  -2.03
O  7.15  -4.73  -1.46
O  4.77  0.20  0.11
H  7.03  -0.17  -1.19
H  4.63  -4.37  -0.07
H  6.56  -5.49  -1.22
H  3.89  0.09  0.57
C  2.47  0.27  -4.30
C  3.75  0.00  -5.08
O  4.81  -0.46  -4.51
C  3.73  0.39  -6.52
H  2.24  1.24  -3.92
H  2.58  -0.30  -3.29
H  1.65  -0.13  -4.80
H  3.60  1.54  -6.44
H  3.15  -0.18  -6.94
H  4.78  0.17  -6.76

A structure of composition C30H40BN11O5ReS3. Source: the OMol25 dataset; level of theory: ωB97M-V/def2-TZVPD.

Values from the calculation:
* frontier orbital gap (spin up / spin down): 7.01 / 6.29 eV
* spin multiplicity: 3
* energy above the lowest of the compared OMol25 structures with the same formula, charge and spin: 1.808 eV
* energy: -3442.5509 a.u.
* <S²>: 2.0189
* LUMO (spin up / spin down): -0.337 / -0.363 Eh
* charge: +3

CARTESIAN COORDINATES (ANGSTROEM)
Re  0.02  -0.70  -0.55
C  -2.05  -2.42  2.69
C  -1.93  -2.09  1.35
N  -0.73  -1.55  1.12
N  -0.07  -1.51  2.31
C  -0.85  -2.04  3.26
B  1.41  -1.16  2.33
N  1.54  0.39  1.73
C  2.29  1.45  2.28
C  2.25  2.46  1.40
C  1.39  2.05  0.27
N  1.04  0.68  0.62
N  2.13  -1.97  1.24
C  3.12  -2.87  1.29
C  3.41  -3.30  0.01
C  2.52  -2.60  -0.80
N  1.73  -1.81  -0.06
N  2.02  -1.12  3.67
C  3.31  -1.22  4.11
C  3.37  -0.68  5.37
C  2.06  -0.23  5.62
N  1.26  -0.47  4.61
H  -2.90  -2.87  3.19
H  -2.63  -2.21  0.54
H  -0.50  -2.09  4.28
H  2.75  1.32  3.24
H  2.70  3.44  1.52
H  0.42  2.59  0.37
H  3.55  -3.18  2.23
H  4.15  -4.02  -0.30
H  2.39  -2.66  -1.87
H  4.10  -1.65  3.52
H  4.23  -0.63  6.02
H  1.68  0.25  6.51
C  -0.95  -4.86  -4.03
N  -1.93  -4.11  -3.27
C  -3.32  -4.58  -3.17
C  -3.98  -3.57  -2.22
N  -2.86  -2.66  -1.91
C  -1.75  -3.02  -2.55
S  -0.23  -2.18  -2.51
H  -1.36  -5.06  -5.02
H  -0.74  -5.81  -3.53
H  -0.04  -4.29  -4.13
H  -3.33  -5.60  -2.77
H  -3.77  -4.59  -4.17
H  -4.36  -4.03  -1.32
H  -4.79  -3.02  -2.71
H  -2.97  -1.74  -1.51
C  4.29  -0.34  -3.01
C  3.24  0.67  -2.68
C  2.97  1.09  -1.44
C  1.97  2.18  -1.16
C  0.90  2.29  -2.24
C  1.42  2.05  -3.62
C  2.50  1.28  -3.79
S  0.09  3.92  -2.10
O  -0.57  3.90  -0.83
O  1.11  4.85  -2.44
N  -1.00  3.89  -3.29
C  -2.31  3.31  -3.01
C  -2.25  1.78  -3.04
C  -1.42  1.07  -2.02
O  -1.84  0.16  -1.31
O  -0.09  1.19  -1.88
H  4.72  -0.78  -2.11
H  5.10  0.13  -3.58
H  3.89  -1.13  -3.64
H  3.55  0.71  -0.60
H  2.50  3.14  -1.19
H  0.89  2.49  -4.45
H  2.86  1.10  -4.80
H  -0.95  4.70  -3.90
H  -2.98  3.62  -3.81
H  -2.71  3.67  -2.07
H  -1.84  1.45  -4.01
H  -3.25  1.37  -2.95
O  -1.34  1.54  1.06
S  -2.27  1.43  2.27
C  -1.33  1.94  3.73
C  -2.35  2.68  4.58
C  -3.04  3.67  3.64
C  -3.29  2.94  2.31
H  -0.55  2.61  3.37
H  -0.88  1.05  4.19
H  -1.86  3.18  5.42
H  -3.07  1.98  5.01
H  -2.39  4.52  3.46
H  -3.97  4.04  4.05
H  -2.97  3.51  1.43
H  -4.33  2.63  2.17

A cluster of 8 separate species, C23H67N11O8 in total in a non-equilibrium geometry. Source: the OMol25 dataset; level of theory: ωB97M-V/def2-TZVPD.

Values from the calculation:
* frontier orbital gap: 9.08 eV
* SMILES: COC[C@H](C)N.COC[C@H](C)N.COC[C@H](C)N.COC[C@H](C)N.COC[C@H](C)N.NC(N)=O.NC(N)=O.NC(N)=O
* energy above the lowest of the compared OMol25 structures with the same formula, charge and spin: 5.183 eV
* energy: -2120.5879 a.u.
* LUMO: 0.005 Eh

CARTESIAN COORDINATES (ANGSTROEM)
C  14.88  -11.34  -25.90
O  14.46  -11.37  -27.28
C  15.61  -11.25  -28.11
C  15.13  -11.53  -29.58
C  16.22  -11.42  -30.68
N  14.05  -10.60  -29.79
H  14.88  -10.29  -25.62
H  15.87  -11.77  -25.82
H  14.23  -11.72  -25.11
H  16.16  -10.32  -27.96
H  16.36  -11.99  -27.84
H  14.75  -12.55  -29.52
H  15.81  -11.93  -31.56
H  17.13  -11.92  -30.35
H  16.45  -10.36  -30.80
H  13.43  -10.94  -29.07
H  14.40  -9.72  -29.43
C  18.47  -8.68  -21.66
O  19.18  -9.62  -22.41
C  20.53  -9.92  -21.88
C  21.42  -10.85  -22.78
C  20.76  -12.26  -23.18
N  22.64  -11.04  -22.09
H  18.27  -9.00  -20.64
H  17.49  -8.39  -22.03
H  19.10  -7.79  -21.62
H  21.09  -8.99  -21.82
H  20.44  -10.19  -20.83
H  21.57  -10.40  -23.77
H  19.85  -12.27  -23.78
H  20.53  -12.85  -22.29
H  21.43  -12.95  -23.70
H  23.14  -11.81  -22.51
H  22.36  -11.27  -21.15
C  18.39  -21.04  -22.05
O  19.35  -21.24  -23.10
C  19.55  -20.24  -24.11
C  21.04  -20.11  -24.63
C  21.95  -19.60  -23.46
N  21.12  -19.12  -25.68
H  18.73  -21.68  -21.24
H  17.39  -21.35  -22.35
H  18.38  -20.05  -21.60
H  18.72  -20.44  -24.78
H  19.26  -19.34  -23.56
H  21.38  -21.06  -25.03
H  21.64  -18.61  -23.12
H  23.03  -19.64  -23.57
H  21.75  -20.27  -22.62
H  22.03  -19.05  -26.11
H  20.85  -18.16  -25.49
C  20.23  -5.11  -17.57
O  20.10  -6.09  -16.62
C  18.80  -6.25  -16.07
C  18.75  -7.52  -15.29
C  17.45  -7.93  -14.84
N  19.78  -7.52  -14.25
H  19.87  -5.40  -18.56
H  21.25  -4.72  -17.64
H  19.65  -4.28  -17.19
H  18.51  -5.43  -15.42
H  17.99  -6.24  -16.80
H  19.05  -8.31  -15.98
H  17.47  -8.93  -14.40
H  16.85  -8.08  -15.74
H  17.12  -7.14  -14.16
H  19.48  -6.72  -13.72
H  20.59  -7.18  -14.74
C  32.46  -11.30  -23.56
O  31.19  -11.25  -22.97
C  31.04  -11.83  -21.67
C  29.72  -11.46  -21.06
C  29.92  -10.06  -20.28
N  29.37  -12.36  -20.02
H  32.79  -12.34  -23.58
H  33.15  -10.86  -22.83
H  32.46  -10.75  -24.50
H  30.98  -12.91  -21.85
H  31.80  -11.68  -20.90
H  28.87  -11.28  -21.71
H  30.13  -9.18  -20.89
H  30.69  -10.13  -19.51
H  29.05  -9.88  -19.66
H  29.29  -13.27  -20.45
H  30.19  -12.44  -19.44
N  28.00  -16.61  -23.92
C  27.36  -15.54  -23.54
N  27.40  -14.59  -24.44
O  26.84  -15.45  -22.48
H  28.39  -16.65  -24.86
H  27.99  -17.23  -23.13
H  27.95  -14.84  -25.25
H  27.21  -13.65  -24.13
N  25.68  -13.20  -16.39
C  25.00  -12.19  -15.95
N  25.43  -11.05  -16.48
O  24.14  -12.25  -15.01
H  26.32  -13.17  -17.17
H  25.46  -14.09  -15.96
H  25.98  -11.10  -17.32
H  24.84  -10.27  -16.23
N  12.71  -5.45  -24.70
C  13.25  -4.39  -24.08
N  14.55  -4.23  -24.26
O  12.56  -3.61  -23.44
H  13.13  -6.35  -24.84
H  11.77  -5.27  -25.03
H  15.02  -3.56  -23.66
H  15.00  -4.81  -24.95

A cluster of 6 separate species, C39H90N6O6 in total in a non-equilibrium geometry. Source: the OMol25 dataset; level of theory: ωB97M-V/def2-TZVPD.

Values from the calculation:
* frontier orbital gap: 8.11 eV
* SMILES: CC1(C)CCCC(C)(C)N1O.CC1(C)CCCC(C)(C)N1O.CC1(C)CCCC(C)(C)N1O.COC[C@H](C)N.COC[C@H](C)N.COC[C@H](C)N
* energy above the lowest of the compared OMol25 structures with the same formula, charge and spin: 5.271 eV
* energy: -2319.5613 a.u.
* LUMO: 0.011 Eh

CARTESIAN COORDINATES (ANGSTROEM)
C  -26.92  -11.52  30.76
C  -26.31  -12.68  31.57
C  -26.01  -12.31  33.02
C  -27.30  -13.91  31.63
C  -27.41  -14.76  30.35
C  -26.03  -15.21  29.90
C  -25.00  -14.11  29.74
C  -23.56  -14.80  29.75
C  -25.09  -13.43  28.35
N  -25.01  -13.08  30.89
O  -24.09  -12.10  30.81
H  -26.98  -11.65  29.68
H  -27.94  -11.41  31.12
H  -26.26  -10.65  30.79
H  -25.58  -13.17  33.53
H  -25.29  -11.49  33.10
H  -27.00  -12.17  33.44
H  -26.89  -14.51  32.45
H  -28.33  -13.63  31.83
H  -28.20  -15.50  30.52
H  -27.88  -14.05  29.68
H  -25.86  -15.87  29.04
H  -25.82  -15.89  30.72
H  -23.55  -15.37  30.68
H  -22.76  -14.07  29.82
H  -23.31  -15.51  28.97
H  -24.93  -14.13  27.53
H  -24.33  -12.70  28.11
H  -26.14  -13.22  28.15
H  -23.34  -12.47  31.30
C  -21.19  -7.17  33.05
C  -20.10  -6.77  32.02
C  -20.31  -5.30  31.63
C  -18.76  -6.95  32.73
C  -17.57  -6.82  31.75
C  -17.72  -7.86  30.62
C  -19.01  -7.82  29.83
C  -18.97  -6.62  28.84
C  -19.14  -9.10  29.03
N  -20.11  -7.77  30.90
O  -21.33  -7.77  30.27
H  -21.05  -8.19  33.40
H  -21.19  -6.52  33.92
H  -22.17  -7.10  32.59
H  -20.89  -5.16  30.72
H  -20.64  -4.66  32.45
H  -19.39  -4.82  31.28
H  -18.70  -6.13  33.45
H  -18.70  -7.94  33.17
H  -17.53  -5.85  31.28
H  -16.67  -7.02  32.34
H  -17.57  -8.84  31.07
H  -16.88  -7.83  29.92
H  -18.28  -6.85  28.03
H  -18.94  -5.62  29.28
H  -19.95  -6.65  28.35
H  -19.41  -10.00  29.58
H  -18.22  -9.35  28.50
H  -19.91  -9.00  28.26
H  -21.82  -8.55  30.57
C  -27.97  -20.04  34.40
C  -26.99  -21.07  34.88
C  -27.13  -21.21  36.41
C  -27.27  -22.43  34.14
C  -26.20  -23.60  34.14
C  -24.88  -23.01  33.72
C  -24.47  -21.66  34.48
C  -24.04  -21.98  35.99
C  -23.33  -21.06  33.69
N  -25.63  -20.70  34.39
O  -25.35  -19.47  35.03
H  -28.93  -20.54  34.38
H  -27.97  -19.08  34.93
H  -27.56  -19.65  33.46
H  -26.41  -21.90  36.84
H  -26.81  -20.26  36.83
H  -28.13  -21.45  36.78
H  -28.14  -22.96  34.54
H  -27.47  -22.10  33.12
H  -26.08  -24.23  35.02
H  -26.49  -24.40  33.46
H  -24.83  -22.87  32.64
H  -24.23  -23.88  33.83
H  -24.66  -22.77  36.42
H  -24.17  -21.14  36.67
H  -23.01  -22.34  36.07
H  -23.67  -20.41  32.88
H  -22.52  -21.76  33.47
H  -22.90  -20.37  34.41
H  -25.51  -18.87  34.29
C  -20.92  -15.28  23.91
O  -22.27  -15.63  23.82
C  -22.60  -17.00  23.72
C  -23.85  -17.24  22.77
C  -24.26  -18.71  22.67
N  -23.65  -16.89  21.35
H  -20.31  -16.07  23.47
H  -20.63  -15.05  24.94
H  -20.83  -14.32  23.41
H  -21.84  -17.74  23.48
H  -22.94  -17.35  24.70
H  -24.62  -16.67  23.28
H  -24.38  -19.13  23.66
H  -23.39  -19.28  22.36
H  -25.09  -18.83  21.96
H  -23.83  -15.90  21.33
H  -24.47  -17.32  20.94
C  -26.97  -5.41  33.77
O  -27.36  -5.95  35.09
C  -27.95  -7.24  35.03
C  -27.83  -7.93  36.46
C  -28.27  -7.03  37.65
N  -26.53  -8.50  36.77
H  -26.13  -4.72  33.86
H  -27.85  -4.88  33.41
H  -26.60  -6.09  33.00
H  -28.99  -7.07  34.76
H  -27.47  -7.82  34.23
H  -28.57  -8.72  36.53
H  -27.54  -6.22  37.72
H  -28.33  -7.58  38.59
H  -29.17  -6.45  37.46
H  -26.51  -9.15  37.55
H  -25.96  -7.76  37.15
C  -24.63  -8.86  23.51
O  -24.67  -7.93  22.47
C  -23.83  -6.80  22.59
C  -24.30  -5.77  21.59
C  -23.43  -4.54  21.15
N  -25.52  -5.06  22.01
H  -23.68  -9.22  23.89
H  -25.14  -9.78  23.21
H  -25.26  -8.60  24.36
H  -23.91  -6.29  23.56
H  -22.81  -7.14  22.45
H  -24.60  -6.30  20.68
H  -23.85  -3.75  20.54
H  -22.63  -5.03  20.59
H  -23.03  -4.02  22.02
H  -26.29  -5.71  21.94
H  -25.58  -4.32  21.33